Run a
{"formula": "C4H9N3", "method": "ωB97M-V with the def2-TZVPD basis set", "charge": 0, "homo_lumo_gap_ev": 10.13, "homo_energy_ev": -9.2, "species": ["N", "C", "N", "H", "H", "H", "H", "C", "C", "C", "N", "H", "H", "H", "H", "H"], "positions_angstrom": [[-1.96527, 3.22413, 0.31407], [-1.21414, 2.18470, 0.84011], [0.04903, 2.20173, 0.70492], [-1.40485, 3.85443, -0.25268], [-2.88427, 2.98165, -0.04277], [-1.78014, 1.55736, 1.53123], [0.47954, 1.42185, 1.18293], [0.21263, -2.31222, -0.84823], [-0.12722, -1.07758, -1.22682], [2.26865, -2.19902, 0.16520], [1.09941, -2.68239, 0.16637], [-0.26486, -3.15033, -1.34718], [0.42342, -0.20603, -0.89828], [-0.94729, -0.95394, -1.91782], [2.89888, -2.46724, 1.00646], [2.65823, -1.56364, -0.63013]], "lowdin_charge": [0.045, -0.390, 0.052, 0.087, 0.081, 0.114, 0.022, -0.271, 0.001, -0.044, -0.020, 0.095, 0.034, 0.046, 0.066, 0.082]}

***

Run b
{"formula": "C4H9N3", "method": "ωB97M-V with the def2-TZVPD basis set", "charge": 0, "homo_lumo_gap_ev": 10.10, "homo_energy_ev": -9.5, "species": ["C", "C", "H", "H", "H", "H", "H", "H", "C", "N", "N", "C", "N", "H", "H", "H"], "positions_angstrom": [[2.20453, 0.35076, -0.17448], [1.43315, 0.38523, -1.29225], [2.65734, -0.57027, 0.16682], [0.90306, 0.05660, 1.24326], [2.59699, 1.25760, 0.26190], [1.29506, 1.32110, -1.81740], [1.34677, -0.49713, -1.90834], [-0.31891, 0.24304, -0.96731], [-1.31043, 0.23771, -0.24910], [-2.10066, -0.87542, -0.32721], [-1.51635, 1.34492, 0.30785], [0.03835, -0.50487, 1.68843], [-0.51771, -1.32727, 2.27226], [-2.76177, -1.00602, 0.42525], [-1.69277, -1.74278, -0.63866], [-2.25665, 1.32679, 1.00897]], "lowdin_charge": [-0.103, -0.112, 0.066, 0.035, 0.067, 0.078, 0.071, 0.086, -0.492, 0.080, 0.069, -0.142, 0.073, 0.090, 0.087, 0.048]}

***

Run c
{"formula": "C4H9N3", "method": "ωB97M-V with the def2-TZVPD basis set", "charge": 0, "homo_lumo_gap_ev": 9.27, "homo_energy_ev": -8.4, "species": ["C", "C", "C", "C", "H", "H", "H", "H", "H", "H", "H", "H", "H", "N", "N", "N"], "positions_angstrom": [[-2.55752, 0.37275, 0.34283], [-0.60979, -0.91603, -0.27355], [1.69615, -0.50553, 0.29812], [2.88811, 0.03798, -0.02822], [-2.18206, 0.60370, 1.41920], [-2.38709, 1.36968, -0.19240], [-3.68306, 0.15833, 0.31017], [-0.27991, -1.88482, -0.56722], [-0.08845, 1.49982, -1.15092], [-0.19564, 1.76286, 0.52026], [1.47305, -1.58542, 0.95180], [3.07356, 1.10895, -0.35036], [3.73983, -0.57392, 0.29739], [-1.87259, -0.75756, -0.32336], [0.38289, -0.03333, 0.06295], [0.35085, 1.30599, -0.20716]], "lowdin_charge": [-0.174, -0.245, -0.199, -0.018, 0.092, 0.063, 0.079, 0.104, 0.128, 0.083, 0.178, 0.069, 0.041, -0.020, -0.236, 0.056]}

***

Energy ordering: run a at the bottom, the next structure 136.2 kJ/mol above.

***

Run a
{"formula": "C3H9NP2", "method": "ωB97M-V with the def2-TZVPD basis set", "charge": 0, "homo_lumo_gap_ev": 8.52, "homo_energy_ev": -8.2, "species": ["C", "C", "C", "N", "P", "P", "H", "H", "H", "H", "H", "H", "H", "H", "H"], "positions_angstrom": [[1.45251, 1.89035, 0.66264], [1.27426, -1.11538, 0.06664], [0.11708, -0.27731, -0.68457], [-1.31956, -0.87385, -0.45408], [-0.00438, 1.41762, -0.06670], [-2.26565, 0.17946, 0.60275], [1.55973, 2.86854, 0.87154], [2.30099, 1.21399, 0.73630], [1.06738, -1.38374, 1.09973], [2.07564, -0.46834, -0.05398], [1.38965, -2.04772, -0.34948], [0.39137, -0.34974, -1.77837], [-1.68598, -1.14292, -1.41467], [-3.30892, -0.65147, 1.19075], [-3.04412, 0.74052, -0.42851]], "lowdin_charge": [-0.301, -0.105, -0.632, -0.398, 0.784, 0.655, -0.076, -0.015, 0.078, 0.007, 0.032, 0.110, 0.078, -0.111, -0.108]}

***

Run b
{"formula": "C3H9NP2", "method": "ωB97M-V with the def2-TZVPD basis set", "charge": 0, "homo_lumo_gap_ev": 7.75, "homo_energy_ev": -7.6, "species": ["C", "C", "C", "N", "P", "P", "H", "H", "H", "H", "H", "H", "H", "H", "H"], "positions_angstrom": [[-0.68815, -2.17862, 0.61711], [0.60188, -0.12947, -1.37862], [-0.00844, 0.34771, -0.07953], [-0.54259, 1.58198, -0.11124], [-0.62810, -0.69029, 1.32528], [-0.89708, 2.62193, 1.27802], [-0.52304, -3.13698, 1.12476], [-0.79310, -2.33856, -0.41522], [1.65359, 0.33399, -1.53560], [-0.00392, 0.18495, -2.16616], [0.51942, -1.31281, -1.44531], [1.12435, 0.69562, 1.51553], [-0.58224, 2.15974, -0.93910], [0.26656, 2.22578, 1.74777], [-1.53867, 1.62926, 2.07493]], "lowdin_charge": [-0.406, -0.097, -0.671, -0.396, 0.807, 0.791, -0.010, -0.049, 0.115, 0.038, 0.095, 0.074, 0.068, -0.213, -0.147]}

***

Run c
{"formula": "C3H9NP2", "method": "ωB97M-V with the def2-TZVPD basis set", "charge": 0, "homo_lumo_gap_ev": 9.46, "homo_energy_ev": -8.6, "species": ["C", "C", "C", "N", "P", "P", "H", "H", "H", "H", "H", "H", "H", "H", "H"], "positions_angstrom": [[-0.73664, -1.26960, 1.55557], [0.82879, 0.13435, -1.74373], [-0.16809, 1.14208, -1.10698], [-1.69788, -1.29138, 0.70085], [0.86646, -0.29587, 1.53965], [0.17114, 1.59722, 0.64078], [0.56246, 0.02573, 2.80218], [-0.78859, -1.98343, 2.41751], [1.88346, 0.39885, -1.65851], [0.75709, -0.84330, -1.24437], [0.54753, -0.07936, -2.89683], [-1.01344, 0.41773, -1.08244], [-0.44165, 2.14408, -1.36083], [-2.25269, -2.18600, 1.01113], [1.48204, 2.08890, 0.42601]], "lowdin_charge": [-0.576, -0.210, -0.564, -0.009, 0.619, 0.609, -0.152, 0.056, 0.046, 0.030, 0.113, 0.044, 0.025, 0.079, -0.109]}

***

Energy ordering: run c at the bottom, the next structure 82.8 kJ/mol above.

***

Run a
{"formula": "C4H12N4", "method": "ωB97M-V with the def2-TZVPD basis set", "charge": 0, "homo_lumo_gap_ev": 8.13, "homo_energy_ev": -7.4, "species": ["C", "C", "C", "N", "N", "C", "N", "N", "H", "H", "H", "H", "H", "H", "H", "H", "H", "H", "H", "H"], "positions_angstrom": [[1.72659, 0.17167, 0.27777], [-1.06130, 1.33125, 0.50062], [-1.85694, 0.46574, 1.28948], [1.18357, -1.03496, -0.27130], [0.75226, 0.87756, 1.13601], [0.37591, -1.03942, -1.41691], [-0.68934, -1.91173, -1.31148], [0.54127, -0.35642, -2.47660], [0.90970, -1.71200, 0.42677], [1.18805, 1.65185, 1.63095], [-1.28422, -1.89675, -2.12620], [-1.18910, -1.88394, -0.43153], [1.38639, 0.20509, -2.46526], [2.62523, -0.07945, 0.85606], [2.01766, 0.84006, -0.53394], [-0.98575, 1.13378, -0.56183], [-1.02696, 2.39426, 0.72066], [0.18274, 0.21972, 1.79275], [-2.48737, -0.25426, 0.77826], [-2.30838, 0.87795, 2.18571]], "lowdin_charge": [-0.241, -0.158, -0.170, 0.035, -0.009, -0.595, 0.120, 0.112, 0.123, 0.104, 0.094, 0.074, 0.029, 0.116, 0.114, 0.059, 0.067, 0.114, 0.003, 0.008]}

***

Run b
{"formula": "C4H12N4", "method": "ωB97M-V with the def2-TZVPD basis set", "charge": 0, "homo_lumo_gap_ev": 8.63, "homo_energy_ev": -7.7, "species": ["C", "C", "C", "N", "N", "N", "C", "N", "H", "H", "H", "H", "H", "H", "H", "H", "H", "H", "H", "H"], "positions_angstrom": [[-0.71958, 0.38480, -0.31957], [1.43605, 0.77480, 0.88777], [2.46807, 0.18317, -0.04068], [-0.14080, -0.08428, 0.84939], [0.06992, -1.45316, 0.93901], [-0.29975, -0.14393, -1.57060], [-2.47536, -0.10175, -0.05607], [-3.50283, 0.58678, 0.12085], [-0.76020, 1.47144, -0.32672], [0.08017, -1.96552, 0.05810], [-0.60300, -1.86227, 1.57488], [-0.21329, -1.14793, -1.65373], [-0.52374, 0.43714, -2.36432], [-3.33777, 1.59056, 0.22436], [1.24798, 1.83273, 0.71052], [1.65990, 0.61207, 1.93914], [-2.61059, -1.18722, -0.15519], [2.47826, -0.90610, 0.04550], [3.47366, 0.52773, 0.21627], [2.27288, 0.45094, -1.07890]], "lowdin_charge": [-0.406, -0.117, -0.142, -0.172, 0.015, 0.061, -0.167, 0.041, 0.123, 0.067, 0.084, 0.070, 0.087, 0.035, 0.085, 0.083, 0.069, 0.060, 0.069, 0.055]}

***

Run c
{"formula": "C4H12N4", "method": "ωB97M-V with the def2-TZVPD basis set", "charge": 0, "homo_lumo_gap_ev": 9.22, "homo_energy_ev": -8.4, "species": ["C", "C", "C", "C", "H", "H", "H", "H", "H", "H", "H", "H", "H", "H", "H", "H", "N", "N", "N", "N"], "positions_angstrom": [[2.32874, -1.20366, -0.29532], [1.78738, 0.86951, 0.55907], [-0.86283, -0.25395, -0.14639], [-1.04332, 1.23092, -0.52863], [2.14523, -2.41393, -0.53498], [2.99704, -0.66938, -1.27950], [2.95594, -1.13482, 0.90815], [2.31273, 0.56136, 1.73454], [0.93550, 1.60551, 0.33241], [2.51950, 1.43833, -0.02338], [-1.69933, 1.82719, 0.14588], [-1.30773, 1.26437, -1.75874], [0.10413, 1.77059, -0.53707], [-2.14904, -1.79009, 0.69346], [-4.04126, -0.66523, -0.36338], [-3.36441, -0.05106, 1.24344], [1.37663, -0.12785, -0.31386], [0.22136, -0.94088, 0.12498], [-2.02149, -1.10148, -0.18150], [-3.19478, -0.21545, 0.22082]], "lowdin_charge": [-0.188, -0.207, -0.403, -0.057, 0.114, 0.132, 0.121, 0.160, 0.034, 0.077, 0.066, 0.149, 0.086, 0.163, 0.125, 0.078, -0.379, 0.079, -0.057, -0.095]}

***

Energy ordering: run a at the bottom, the next structure 101.7 kJ/mol above.

***

Run a
{"formula": "C4H12N4", "method": "ωB97M-V with the def2-TZVPD basis set", "charge": 0, "homo_lumo_gap_ev": 9.72, "homo_energy_ev": -8.9, "species": ["C", "C", "C", "C", "N", "N", "N", "N", "H", "H", "H", "H", "H", "H", "H", "H", "H", "H", "H", "H"], "positions_angstrom": [[-1.69900, -0.07027, 0.29639], [-0.33809, -0.40226, -0.21779], [0.52164, -0.89615, 0.90660], [-0.28144, -1.40079, -1.33766], [-2.05381, 1.08616, -0.42492], [-1.00773, 1.66394, -1.01557], [-0.01297, 0.94140, -0.80479], [2.85789, 1.35530, 0.80642], [-2.60327, -0.67491, 0.15094], [-1.65633, 0.18549, 1.33944], [1.48453, -1.24278, 0.56873], [-0.02622, -1.86165, 1.18562], [0.59400, -0.12801, 1.78689], [0.24839, -1.00852, -2.31687], [-1.32839, -1.66378, -1.55216], [0.12440, -2.39235, -1.07500], [-2.93982, 1.47266, -0.31227], [2.87224, 1.96492, 1.59146], [3.34295, 1.77397, -0.05105], [1.90104, 1.29766, 0.47561]], "lowdin_charge": [-0.180, -0.602, -0.074, -0.049, -0.051, 0.021, 0.019, 0.005, 0.133, 0.109, 0.068, 0.112, 0.116, 0.126, 0.075, 0.078, 0.111, -0.016, 0.049, -0.053]}

***

Run b
{"formula": "C4H12N4", "method": "ωB97M-V with the def2-TZVPD basis set", "charge": 0, "homo_lumo_gap_ev": [7.48, 7.47], "homo_energy_ev": [-7.4, -7.4], "species": ["C", "N", "N", "H", "H", "H", "H", "H", "H", "C", "C", "C", "N", "N", "H", "H", "H", "H", "H", "H"], "positions_angstrom": [[0.53281, 2.11501, -1.51133], [0.16694, 0.74753, -1.22411], [0.07937, -0.10944, -2.30921], [-0.39355, 0.47166, -0.32655], [0.73959, 0.00098, -3.08109], [0.18742, -1.09387, -2.07877], [1.57805, 2.16913, -1.84738], [0.42318, 2.71285, -0.60857], [-0.07733, 2.53857, -2.31443], [-1.18023, -1.65731, 1.48330], [-0.46229, -0.34442, 1.41182], [-0.46818, 0.52214, 2.42644], [1.16891, -0.39314, 0.44712], [1.49836, -1.49604, 0.08456], [1.07494, -1.84096, -0.80200], [-2.00483, -1.68595, 0.76480], [-0.52464, -2.50146, 1.23597], [-1.56878, -1.88530, 2.48014], [0.03919, 1.47686, 2.34489], [-0.80892, 0.25316, 3.42439]], "lowdin_charge": [-0.097, -0.224, 0.014, 0.105, 0.090, 0.041, 0.081, 0.082, 0.074, -0.129, -0.325, -0.021, -0.018, -0.021, 0.054, 0.071, 0.053, 0.072, 0.043, 0.054]}

***

Energy ordering: run a at the bottom, the next structure 486.0 kJ/mol above.

***

Run a
{"formula": "C4H12N4", "method": "ωB97M-V with the def2-TZVPD basis set", "charge": 0, "homo_lumo_gap_ev": 6.61, "homo_energy_ev": -5.9, "species": ["C", "C", "N", "N", "N", "N", "H", "H", "H", "H", "H", "H", "H", "H", "C", "C", "H", "H", "H", "H"], "positions_angstrom": [[-0.98378, -0.65776, -0.00836], [-0.12866, 0.62687, -0.04077], [-2.27711, -0.50500, 0.27349], [-0.92302, 1.68266, 0.60203], [-0.40665, -1.79045, -0.29421], [0.16251, 1.00067, -1.41152], [-2.93744, -1.26550, 0.25925], [-2.55071, 0.42410, 0.57845], [-0.50286, 1.98399, 1.47702], [-0.94486, 2.49167, -0.00866], [1.15449, 0.79345, -1.59899], [0.85193, -1.65574, -0.25923], [-0.97322, -2.63152, -0.28376], [-0.42610, 0.53015, -2.08798], [1.18880, 0.31883, 0.71389], [2.09140, -0.64785, -0.01608], [2.07533, -1.03913, -1.03082], [1.69214, 1.27620, 0.87866], [0.85209, -0.03051, 1.71534], [2.98571, -0.90513, 0.54226]], "lowdin_charge": [-0.366, -0.552, 0.165, 0.057, 0.120, 0.092, 0.114, 0.091, 0.081, 0.081, 0.074, 0.114, 0.097, 0.082, -0.270, -0.210, 0.010, 0.096, 0.114, 0.009]}

***

Run b
{"formula": "C4H12N4", "method": "ωB97M-V with the def2-TZVPD basis set", "charge": 0, "homo_lumo_gap_ev": 9.54, "homo_energy_ev": -8.5, "species": ["C", "C", "C", "N", "C", "N", "N", "N", "H", "H", "H", "H", "H", "H", "H", "H", "H", "H", "H", "H"], "positions_angstrom": [[0.80227, 1.29129, 0.34409], [0.49375, 0.87009, 1.76204], [-1.15648, -1.48913, -1.40561], [-0.81630, -0.27465, -0.68544], [0.53166, -0.02555, -0.46715], [-1.63469, 0.83852, -0.92735], [0.94730, -0.61712, 1.77087], [1.38678, -0.63968, -1.19178], [-2.56066, 0.65199, -0.55499], [-1.70536, 1.03292, -1.93133], [2.34809, -0.48587, -0.90444], [1.96059, -0.65060, 1.68374], [0.68061, -1.09850, 2.61509], [1.85840, 1.55684, 0.23814], [0.14809, 2.09395, 0.00082], [1.02045, 1.49493, 2.50763], [-0.58833, 0.84401, 1.92122], [-0.51211, -2.29581, -1.04656], [-2.21478, -1.71165, -1.23723], [-0.98928, -1.38597, -2.49175]], "lowdin_charge": [-0.141, -0.224, -0.083, -0.235, -0.462, 0.049, -0.005, 0.123, 0.086, 0.095, 0.038, 0.067, 0.058, 0.105, 0.092, 0.101, 0.103, 0.079, 0.076, 0.080]}

***

Energy ordering: run b at the bottom, the next structure 80.2 kJ/mol above.

***

Run a
{"formula": "C7H10O", "method": "ωB97M-V with the def2-TZVPD basis set", "charge": 0, "homo_lumo_gap_ev": [7.58, 7.58], "homo_energy_ev": [-7.2, -7.2], "species": ["C", "C", "C", "C", "C", "O", "C", "C", "H", "H", "H", "H", "H", "H", "H", "H", "H", "H"], "positions_angstrom": [[-0.80506, -0.55493, -0.45365], [0.08063, 1.93842, 0.32156], [-2.14977, -0.62279, 0.23021], [0.48676, -0.41699, 1.17956], [0.69854, 0.56812, 0.23915], [0.65925, -1.35494, 1.84745], [1.94997, 0.34754, -0.45819], [2.47298, -0.79037, -0.88972], [2.00570, -1.77675, -0.78693], [-0.80341, 0.06029, -1.35012], [-0.36527, -1.52230, -0.67945], [-0.02098, 2.33990, -0.68842], [0.76229, 2.58928, 0.86977], [-0.88764, 1.93722, 0.82248], [-2.52360, 0.36672, 0.49644], [-2.12159, -1.23919, 1.13007], [-2.88199, -1.06930, -0.45266], [3.44319, -0.79994, -1.37756]], "lowdin_charge": [-0.079, -0.039, -0.110, -0.186, -0.415, 0.207, -0.090, -0.064, 0.049, 0.105, 0.097, 0.093, 0.090, 0.077, 0.070, 0.077, 0.083, 0.036]}

***

Run b
{"formula": "C7H10O", "method": "ωB97M-V with the def2-TZVPD basis set", "charge": 0, "homo_lumo_gap_ev": 10.41, "homo_energy_ev": -9.4, "species": ["C", "C", "C", "C", "C", "C", "C", "H", "H", "H", "H", "H", "H", "H", "H", "H", "H", "O"], "positions_angstrom": [[0.69868, -0.24576, 1.43059], [0.49043, -0.05590, 0.02811], [1.46768, 0.99607, -0.33777], [-0.44073, 1.01776, -0.33550], [-1.91978, 0.30410, -0.12542], [-1.62575, -0.96315, -0.39670], [-0.19193, -1.34366, -0.73712], [1.80084, -0.35654, 1.71880], [0.02497, -1.03336, 2.23742], [0.38420, 0.76836, 1.86472], [1.52311, 1.08849, -1.54159], [2.48908, 1.06315, 0.16242], [-0.34185, 0.92364, -1.38985], [-2.68207, 0.88079, 0.40751], [-2.30795, -1.67432, -0.76580], [0.28748, -2.44858, -0.60326], [-0.17445, -0.97022, -1.77178], [0.51804, 2.04915, 0.15523]], "lowdin_charge": [-0.091, -0.537, -0.126, -0.258, 0.044, -0.141, -0.062, 0.094, 0.170, 0.107, 0.168, 0.142, 0.106, 0.104, 0.086, 0.164, 0.101, -0.072]}

***

Energy ordering: run a at the bottom, the next structure 90.2 kJ/mol above.